1.
Below is 2 unconnected molecules or ions with the total composition C3H5ClSi at a distorted geometry, with properties calculated with ωB97M-V/def2-TZVPD.

Last column: natural (NBO) charge in e.
Element x y z (Å)
C (-3.19, 0.78, 0.67)  -0.42
C (-2.09, 0.45, 0.26)  -0.32
C (1.78, 0.24, -0.53)  -0.85
Si (0.31, -1.03, 0.03)  1.22
Cl (2.97, 0.62, 0.76)  -0.04
H (-4.02, 1.38, 0.81)  0.22
H (1.39, 1.28, -0.87)  0.27
H (2.38, -0.17, -1.40)  0.25
H (-0.17, -2.00, -1.00)  -0.15
H (0.64, -1.55, 1.27)  -0.19

Output
Frontier orbital gap   8.39 eV
Molecular weight   104.61 g mol⁻¹
ΔE to the lowest compared entry with this formula, charge and spin   4.6878 eV
Energy   -866.78693 Eh
F_max   0.081 Eh/bohr

2.
Below is a single C4H9N3 molecule at a distorted geometry, with properties calculated with ωB97M-V/def2-TZVPD.

Last column: natural (NBO) charge in e.
Element x y z (Å)
C (0.72, -2.05, 1.50)  -0.62
C (0.76, -0.62, 1.67)  -0.20
C (0.41, 0.01, 0.55)  -0.13
N (0.14, 1.49, 0.47)  -0.47
C (-0.14, 2.09, -0.58)  0.23
N (-0.85, 1.61, -1.70)  -0.51
N (-0.96, 0.09, -1.66)  -0.69
H (1.74, -2.55, 1.85)  0.22
H (-0.20, -2.40, 2.40)  0.20
H (0.48, -2.46, 0.42)  0.23
H (1.15, 0.04, 2.68)  0.23
H (-0.23, -0.39, -0.19)  0.21
H (-0.32, 3.13, -0.34)  0.18
H (-0.62, 2.14, -2.53)  0.37
H (-0.13, -0.43, -2.22)  0.37
H (-1.95, 0.28, -2.31)  0.40

Output
Frontier orbital gap   8.83 eV
Molecular weight   99.14 g mol⁻¹
ΔE to the lowest compared entry with this formula, charge and spin   6.5347 eV
Structure (SMILES)   C/C=C/N=C\NN
Energy   -321.85021 Eh
F_max   0.134 Eh/bohr

3.
Below is a single C4H7NO molecule at a distorted geometry, with properties calculated with ωB97M-V/def2-TZVPD.

Last column: natural (NBO) charge in e.
Element x y z (Å)
C (1.84, -0.17, -0.07)  -0.66
C (-0.65, 0.33, -0.01)  0.28
C (-1.58, -0.53, -0.71)  -0.10
C (0.43, -0.47, 0.33)  -0.21
O (-0.61, 1.68, -0.24)  -0.67
N (-2.17, -0.28, 0.51)  -0.57
H (-0.04, 2.09, 0.42)  0.48
H (-2.67, 0.61, 0.47)  0.36
H (-1.41, -1.55, -1.05)  0.19
H (0.22, -1.40, 0.83)  0.22
H (2.48, -0.09, 0.82)  0.23
H (2.26, -0.97, -0.69)  0.23
H (1.92, 0.77, -0.62)  0.22

Output
Frontier orbital gap (alpha / beta)   8.01 / 7.90 eV
Molecular weight   85.11 g mol⁻¹
ΔE to the lowest compared entry with this formula, charge and spin   5.3331 eV
Energy   -286.43566 Eh
F_max   0.023 Eh/bohr

Among the records above, which one has the highest F_max? C4H9N3

Among the records above, which one has the highest ΔE to the lowest compared entry with this formula, charge and spin? C4H9N3